Record 1
C4H9NO2 in the gas phase in a non-equilibrium geometry. Source: OMol25; level of theory: wB97M-V/def2-TZVPD.

Values from the calculation:
- HOMO energy (eV) = -9.691
- SMILES string = CC(=O)NCCO
- M (g/mol) = 103.12
- gap between HOMO and LUMO (eV) = 10.385

```
16
C4H9NO2 (wB97M-V/def2-TZVPD)
O 2.214 -0.289 -1.947
O -2.123 0.187 1.567
N 0.295 0.593 -1.242
C 1.852 -0.490 0.380
C -0.720 0.847 -0.243
C -1.551 -0.276 0.344
C 1.462 -0.076 -1.012
H -1.446 1.518 -0.719
H -2.336 -0.562 -0.367
H -2.141 -0.537 2.161
H 2.398 0.302 0.884
H -1.003 -1.189 0.552
H -0.038 0.616 -2.186
H 2.455 -1.388 0.295
H 0.990 -0.750 0.993
H -0.308 1.493 0.541
```


Record 2
C4H9NO2 in the gas phase in a non-equilibrium geometry. Source: OMol25; level of theory: wB97M-V/def2-TZVPD.

Values from the calculation:
- HOMO energy (eV) = -9.602
- SMILES string = CNC(=O)CCO
- M (g/mol) = 103.12
- gap between HOMO and LUMO (eV) = 10.381

```
16
C4H9NO2 (wB97M-V/def2-TZVPD)
O 2.041 2.683 0.522
O -0.790 0.018 1.148
N -0.421 -1.616 -0.566
C -1.836 -1.956 -0.585
C 1.036 0.341 -0.114
C 0.974 1.736 0.491
C -0.106 -0.413 0.160
H 0.340 -1.661 -1.333
H 1.848 3.082 1.309
H 0.004 2.424 0.147
H -2.033 -2.914 -0.154
H 1.052 0.339 -1.151
H 1.905 -0.180 0.327
H 0.529 1.569 1.514
H -2.202 -2.442 -1.540
H -2.341 -1.010 -0.174
```


Record 3
2 unconnected molecules or ions with the total composition C4H9NO2. Source: OMol25; level of theory: wB97M-V/def2-TZVPD.

Values from the calculation:
- HOMO energy (eV) = -10.350
- M (g/mol) = 103.12
- gap between HOMO and LUMO (eV) = 8.999

```
16
C4H9NO2 (wB97M-V/def2-TZVPD)
O 1.958 0.622 -0.989
O 0.890 0.476 1.085
N 0.141 -0.109 -1.103
C 0.896 0.333 -0.111
C -1.851 -0.594 0.305
C 3.055 -0.286 -0.834
C -2.401 0.714 0.831
H -1.201 -0.389 -0.618
H 3.843 0.072 -1.496
H 3.392 -0.277 0.206
H -1.228 -1.119 1.030
H 2.749 -1.296 -1.126
H -2.610 -1.268 -0.105
H -3.101 0.518 1.652
H -1.593 1.338 1.220
H -2.939 1.265 0.054
```


Record 4
C4H9NO2 in the gas phase in a non-equilibrium geometry. Source: OMol25; level of theory: wB97M-V/def2-TZVPD.

Values from the calculation:
- HOMO energy (eV) = -10.100
- SMILES string = NC(=O)CCCO
- M (g/mol) = 103.12
- gap between HOMO and LUMO (eV) = 10.826

```
16
C4H9NO2 (wB97M-V/def2-TZVPD)
O -1.860 -0.608 1.449
O 0.186 -0.787 -1.860
N -1.904 0.755 -0.278
C 1.307 -0.466 -1.068
C 1.092 -0.604 0.441
C -1.241 0.230 0.816
C 0.217 0.489 1.092
H -0.500 -0.117 -1.721
H 2.074 -0.572 0.929
H 0.660 -1.590 0.650
H 1.681 0.549 -1.288
H -1.881 1.728 -0.568
H 0.555 1.482 0.774
H 2.090 -1.166 -1.378
H -2.787 0.259 -0.167
H 0.309 0.417 2.179
```


Record 5
2 unconnected molecules or ions with the total composition C4H9NO2. Source: OMol25; level of theory: wB97M-V/def2-TZVPD.

Values from the calculation:
- HOMO energy (eV) = -9.867
- SMILES string = C/C=N\C(=O)OC.[H][H]
- M (g/mol) = 103.12
- gap between HOMO and LUMO (eV) = 10.556

```
16
C4H9NO2 (wB97M-V/def2-TZVPD)
O 0.039 -0.646 -1.817
O -1.093 -0.834 0.110
N -0.162 1.212 -0.570
C -0.299 -2.013 -2.058
C -0.249 1.081 1.936
C -0.086 1.727 0.596
C -0.449 -0.164 -0.670
H 0.183 -2.664 -1.324
H 2.264 0.490 1.077
H -1.381 -2.152 -1.996
H 0.053 0.032 1.965
H 0.066 2.810 0.621
H 0.059 -2.239 -3.062
H 0.253 1.653 2.722
H -1.328 1.109 2.117
H 2.131 0.598 0.355
```


Record 6
A molecular structure, C4H9NO2 in a non-equilibrium geometry. Source: OMol25; level of theory: wB97M-V/def2-TZVPD.

Values from the calculation:
- HOMO energy (eV) = -8.384
- M (g/mol) = 103.12
- gap between HOMO and LUMO (eV) = 9.169

```
16
C4H9NO2 (wB97M-V/def2-TZVPD)
O 0.258 -1.560 1.025
O -2.326 -1.034 -0.411
N -1.106 0.681 -1.143
C 0.675 -0.457 0.212
C -0.454 0.572 0.149
C 1.989 0.091 0.761
C -2.092 -0.192 -1.310
H 2.458 0.800 0.068
H -1.535 -0.456 0.454
H 0.849 -0.899 -0.777
H -0.041 -1.156 1.853
H 2.681 -0.737 0.943
H -2.691 -0.161 -2.214
H -0.991 1.442 -1.795
H -0.073 1.587 0.396
H 1.824 0.611 1.715
```


Record 7
2 unconnected molecules or ions with the total composition C4H9NO2. Source: OMol25; level of theory: wB97M-V/def2-TZVPD.

Values from the calculation:
- HOMO energy (eV) = -10.106
- SMILES string = O=C1CCCO1.N
- M (g/mol) = 103.12
- gap between HOMO and LUMO (eV) = 11.084

```
16
C4H9NO2 (wB97M-V/def2-TZVPD)
O 0.590 -0.146 1.371
O 0.666 -2.141 0.361
N 1.732 -0.190 -1.478
C -1.132 0.928 0.155
C 0.120 -1.076 0.513
C -1.128 -0.561 -0.175
C -0.325 0.952 1.458
H 1.306 -1.033 -1.852
H -2.130 1.352 0.290
H -1.068 -0.794 -1.240
H 0.253 1.866 1.607
H -0.963 0.779 2.333
H 2.328 0.202 -2.200
H -0.609 1.482 -0.629
H -1.995 -1.087 0.238
H 2.355 -0.531 -0.753
```


Record 8
2 unconnected molecules or ions with the total composition C4H9NO2. Source: OMol25; level of theory: wB97M-V/def2-TZVPD.

Values from the calculation:
- HOMO energy (eV) = -9.992
- SMILES string = [H]/N=C\C.COC=O
- M (g/mol) = 103.12
- gap between HOMO and LUMO (eV) = 11.043

```
16
C4H9NO2 (wB97M-V/def2-TZVPD)
O -2.229 -0.978 -1.311
O -1.434 1.116 -1.014
N 1.063 -0.825 0.615
C 1.344 0.400 0.423
C 2.623 1.105 0.772
C -1.767 0.196 -1.720
C -2.268 -1.166 0.115
H -2.788 -2.112 0.265
H -1.245 -1.211 0.502
H 3.080 1.534 -0.128
H 2.417 1.938 1.454
H 3.343 0.429 1.246
H -1.740 0.217 -2.819
H 0.565 1.010 -0.045
H 1.851 -1.308 1.057
H -2.814 -0.347 0.588
```


Record 9
C4H9NO2 in the gas phase in a non-equilibrium geometry. Source: OMol25; level of theory: wB97M-V/def2-TZVPD.

Values from the calculation:
- HOMO energy (eV) = -9.551
- SMILES string = C[C@H]1CNO[C@@H]1O
- M (g/mol) = 103.12
- gap between HOMO and LUMO (eV) = 10.378

```
16
C4H9NO2 (wB97M-V/def2-TZVPD)
O 1.308 -1.685 -0.593
O 1.601 0.358 0.777
N 1.507 1.413 -0.138
C -0.478 -0.062 -0.359
C 0.717 -0.821 0.382
C -1.762 -0.250 0.440
C 0.065 1.422 -0.371
H -1.550 -0.210 1.519
H -2.557 0.424 0.130
H -0.333 1.936 0.455
H 1.915 0.963 -0.996
H 2.036 -2.272 -0.336
H -2.109 -1.258 0.323
H -0.528 -0.656 -1.381
H -0.324 1.984 -1.242
H 0.492 -1.286 1.390
```


Record 10
C4H9NO2 in the gas phase. Source: OMol25; level of theory: wB97M-V/def2-TZVPD.

Values from the calculation:
- HOMO energy (eV) = -9.589
- SMILES string = C[C@@H](O)CC(N)=O
- M (g/mol) = 103.12
- gap between HOMO and LUMO (eV) = 10.259

```
16
C4H9NO2 (wB97M-V/def2-TZVPD)
O 2.383 -1.627 -0.181
O -0.345 1.484 0.170
N 2.235 0.446 0.740
C -2.055 -0.106 -0.492
C 0.189 -0.823 0.395
C -0.567 0.209 -0.439
C 1.705 -0.721 0.274
H -0.736 2.160 -0.398
H -0.083 -1.830 0.068
H -2.465 -0.138 0.524
H -2.601 0.656 -1.061
H 1.625 1.248 0.832
H 3.214 0.601 0.555
H -0.154 0.212 -1.460
H -0.113 -0.698 1.444
H -2.233 -1.075 -0.971
```


Record 11
C4H9NO2 in the gas phase in a non-equilibrium geometry. Source: OMol25; level of theory: wB97M-V/def2-TZVPD.

Values from the calculation:
- HOMO energy (eV) = -9.984
- SMILES string = C[C@@H](CO)NC=O
- M (g/mol) = 103.12
- gap between HOMO and LUMO (eV) = 10.740

```
16
C4H9NO2 (wB97M-V/def2-TZVPD)
O 2.295 0.023 1.494
O -0.422 -2.166 0.163
N 1.090 -0.290 -0.433
C -1.260 -1.066 0.045
C -0.379 0.140 0.248
C 2.230 0.050 0.288
C -1.027 1.471 -0.146
H -1.840 -1.029 -0.901
H 1.289 -0.398 -1.435
H 0.483 -1.695 -0.066
H -0.242 2.103 -0.545
H 3.077 0.419 -0.331
H -2.009 -0.926 0.854
H -1.811 1.351 -0.907
H -0.044 0.142 1.287
H -1.478 2.016 0.701
```


Record 12
C4H9NO2 in the gas phase. Source: OMol25; level of theory: wB97M-V/def2-TZVPD.

Values from the calculation:
- HOMO energy (eV) = -8.164
- M (g/mol) = 103.12
- gap between HOMO and LUMO (eV) = 8.177

```
16
C4H9NO2 (wB97M-V/def2-TZVPD)
O -0.487 1.489 -1.042
O -1.135 -0.019 2.194
N 0.777 1.144 1.261
C -0.330 0.167 1.255
C 0.633 -1.164 -1.437
C -0.488 -0.874 -0.508
C -1.022 0.441 -0.295
H -2.089 0.538 -0.129
H 0.190 -1.296 -2.433
H 1.520 0.802 1.859
H 0.395 1.971 1.716
H -1.090 -1.701 -0.146
H 0.329 1.746 -0.572
H 1.322 -0.326 -1.506
H 0.309 -0.840 0.957
H 1.165 -2.077 -1.174
```